(1)
C6H16N2 | wB97M-V/def2-TZVPD

Output
orbital gap: 10.3 eV
highest occupied orbital energy: -9.18 eV
ΔE to the lowest compared entry with this formula, charge and spin: 1.267 eV
SMILES string: C=NCC.CCCN
multiplicity: 1

Last column: Löwdin charge in e.
Cartesian coordinates (Å):
H: -0.487 -1.649 3.014  0.11
C: 0.102 -1.291 -1.258  -0.12
N: 0.435 1.713 -3.580  -0.02
H: -1.103 -0.301 -2.764  0.11
C: 1.491 -0.131 2.258  -0.08
C: -2.095 -0.244 2.719  -0.11
C: -0.307 -0.064 -2.057  -0.28
H: -0.411 -0.223 4.067  0.11
H: -2.767 -0.736 3.423  0.07
H: 1.684 0.741 -2.129  0.10
H: 0.086 2.415 -2.936  0.06
N: 0.260 0.080 2.101  -0.04
H: -0.703 0.694 -1.374  0.10
H: -0.709 -1.676 -0.643  0.06
C: -0.650 -0.569 3.058  -0.31
H: 1.226 2.128 -4.058  0.06
H: 1.889 -0.763 3.059  0.08
H: 0.455 -2.090 -1.915  0.07
H: -2.259 0.830 2.791  0.07
H: -2.330 -0.585 1.712  0.06
H: 1.228 -0.208 -3.541  0.11
H: 0.925 -1.051 -0.583  0.05
C: 0.861 0.531 -2.824  -0.32
H: 2.197 0.329 1.570  0.06



(2)
C6H16N2 | wB97M-V/def2-TZVPD

Output
orbital gap: 9.3 eV
highest occupied orbital energy: -8.24 eV
ΔE to the lowest compared entry with this formula, charge and spin: 1.146 eV
SMILES string: CCC(N)(N)C(C)C
multiplicity: 1

Last column: Löwdin charge in e.
Cartesian coordinates (Å):
H: 1.692 -1.277 -0.503  0.07
H: 0.637 -1.279 -1.932  0.07
C: -0.362 -1.591 1.372  -0.08
H: -2.805 0.710 -0.181  0.08
H: 2.416 2.226 0.469  0.07
N: -1.996 0.801 0.419  0.08
H: 0.651 -1.536 1.768  0.07
H: 0.685 -2.677 -0.874  0.08
C: -0.413 -1.039 -0.046  -0.41
H: -1.440 -1.522 -0.571  0.18
C: 1.741 1.611 -0.130  -0.13
H: -2.174 0.372 1.316  0.07
H: -1.382 1.638 -1.735  0.09
H: -0.674 -2.635 1.367  0.08
H: 0.874 0.644 1.588  0.08
N: -0.808 0.823 -1.565  0.09
H: -0.992 -1.049 2.076  0.07
H: 0.033 2.062 1.088  0.08
C: -0.780 0.410 -0.208  -0.59
H: 2.316 0.761 -0.497  0.05
H: 0.078 0.745 -2.040  0.07
H: 1.435 2.212 -0.987  0.06
C: 0.544 1.178 0.699  -0.14
C: 0.725 -1.588 -0.893  -0.08



(3)
C6H16N2 | wB97M-V/def2-TZVPD

Output
orbital gap: 4.3 eV
highest occupied orbital energy: -7.51 eV
ΔE to the lowest compared entry with this formula, charge and spin: 8.674 eV
multiplicity: 1

Last column: Löwdin charge in e.
Cartesian coordinates (Å):
C: 2.187 -1.918 -2.303  -0.37
H: -2.729 3.927 2.921  0.04
H: 2.299 -3.326 -4.046  0.06
N: -0.415 0.919 0.908  0.15
H: -0.468 -1.129 0.813  0.16
H: 1.097 -3.577 -2.674  0.08
C: 0.010 -0.282 0.229  -0.39
C: 1.325 -0.563 -0.332  -0.26
C: -2.212 3.172 2.371  -0.19
H: -3.630 1.700 2.730  0.07
H: 3.100 -2.520 -1.779  0.16
H: -2.122 1.098 2.066  -0.01
H: -1.976 1.661 3.702  0.05
H: 0.300 1.123 1.548  0.02
N: 1.106 -1.635 -1.419  0.06
C: -2.541 1.728 2.804  -0.17
H: 0.848 -2.560 -4.062  0.05
H: -1.141 3.411 2.460  0.06
H: 1.648 0.375 -0.869  0.12
H: -0.632 -0.302 -0.600  0.09
H: -2.562 3.281 1.327  0.07
C: 1.609 -2.843 -3.367  -0.15
H: 2.052 -0.692 0.466  0.11
H: 2.844 -1.049 -2.891  0.16



(4)
C6H16N2 | wB97M-V/def2-TZVPD

Output
orbital gap: 6.8 eV
highest occupied orbital energy: -7.34 eV
ΔE to the lowest compared entry with this formula, charge and spin: 8.402 eV
multiplicity: 1

Last column: Löwdin charge in e.
Cartesian coordinates (Å):
N: -0.396 1.319 -1.379  0.00
H: -2.673 -1.763 3.662  0.01
C: 2.242 -1.126 -0.908  -0.19
H: -1.692 -0.185 1.411  0.08
C: -2.841 -0.175 -0.427  -0.09
H: 3.334 -1.359 -0.957  0.09
N: 2.095 -0.119 0.095  -0.27
H: -2.043 1.431 0.791  0.13
H: -0.025 -0.731 -0.384  0.25
H: 1.728 -1.106 -1.886  0.08
H: 3.639 1.091 -0.770  0.07
C: -0.457 0.585 -0.151  -0.45
H: -2.774 0.482 -1.312  0.07
C: 2.626 1.248 -0.432  -0.05
C: -1.758 0.406 0.492  -0.28
H: 1.745 1.548 -1.183  0.09
H: -2.152 -1.241 4.010  0.01
H: 0.656 0.528 1.615  0.14
H: 2.443 1.935 0.399  0.07
H: 1.989 -2.137 -0.392  0.11
H: -2.406 -1.142 -0.714  0.07
C: 0.711 0.025 0.651  -0.05
H: -0.105 0.650 -2.149  0.05
H: -3.885 -0.164 -0.082  0.08



(5)
C6H16N2 | wB97M-V/def2-TZVPD

Output
orbital gap (spin up / spin down): 12.1 / 5.4 eV
highest occupied orbital energy (spin up / spin down): -14.88 / -13.79 eV
ΔE to the lowest compared entry with this formula, charge and spin: 1.569 eV
expectation value of S²: 0.755
multiplicity: 2
net charge: +1

Last column: Mulliken spin population.
Cartesian coordinates (Å):
H: 0.783 -3.081 1.461  0.00
H: 0.396 -1.441 2.789  0.01
H: -1.718 -0.648 1.659  0.01
C: -0.894 0.852 -0.696  0.00
H: 0.711 -2.276 0.023  0.01
H: -0.826 -2.553 0.912  0.00
H: 1.128 1.734 1.780  0.00
C: 0.618 0.750 -2.794  0.00
H: -0.917 0.324 2.775  -0.02
N: 0.335 -1.065 1.850  0.29
H: -1.885 0.420 -0.784  0.00
H: 1.457 1.377 0.200  0.01
C: -0.500 1.020 0.757  0.02
C: 0.221 -2.267 0.998  0.01
H: 0.935 -0.385 -1.001  0.01
H: -0.130 0.781 -3.583  0.00
N: 0.746 1.754 0.833  0.41
H: 1.532 0.276 -3.151  0.00
C: 0.089 0.028 -1.564  0.01
H: -0.376 -0.919 -1.858  0.00
H: -0.786 1.871 -1.055  0.00
C: -0.752 -0.153 1.805  0.15
H: -1.104 1.823 1.243  0.08
H: 0.938 1.780 -2.599  0.00



(6)
C6H16N2O | wB97M-V/def2-TZVPD

Output
orbital gap: 8.6 eV
highest occupied orbital energy: -7.82 eV
ΔE to the lowest compared entry with this formula, charge and spin: 1.812 eV
SMILES string: CC(=O)N(C)C.CNC
multiplicity: 1

Last column: Löwdin charge in e.
Cartesian coordinates (Å):
H: 0.838 1.597 1.575  0.07
H: 2.602 -1.430 0.092  0.09
H: -2.430 -2.192 0.411  0.06
H: -1.787 -1.765 -1.178  0.07
H: 2.028 -0.244 1.291  0.08
H: 0.142 2.870 0.568  0.09
C: 1.195 -0.779 -1.901  -0.06
H: 1.827 2.373 0.331  0.09
C: 0.825 2.023 0.573  0.00
N: -2.093 -0.128 0.170  -0.17
O: -0.351 1.392 -1.405  -0.01
H: 3.156 0.235 0.011  0.09
C: -2.199 0.261 1.554  -0.17
H: -2.919 -0.386 2.060  0.07
N: 1.166 -0.111 -0.617  -0.17
H: -2.544 1.292 1.633  0.08
H: -1.247 0.139 2.091  0.06
C: 0.349 1.019 -0.463  -0.49
C: 2.291 -0.396 0.245  -0.07
H: 0.350 -0.410 -2.480  0.08
H: -0.709 -1.915 0.291  0.06
H: 1.100 -1.860 -1.757  0.08
H: 2.128 -0.578 -2.439  0.09
H: -2.037 0.586 -0.547  0.07
C: -1.681 -1.593 -0.109  -0.09



(7)
C6H16N2O5S | wB97M-V/def2-TZVPD

Output
orbital gap: 10.2 eV
highest occupied orbital energy: -9.66 eV
ΔE to the lowest compared entry with this formula, charge and spin: 0.049 eV
multiplicity: 1

Last column: Löwdin charge in e.
Cartesian coordinates (Å):
H: -3.262 0.902 -2.491  0.11
O: -1.335 1.152 -3.120  -0.11
H: -1.127 0.124 -3.031  0.09
H: -0.597 -1.156 0.374  0.09
C: 0.190 0.962 0.444  -0.40
H: -0.164 1.865 -1.341  0.17
O: 1.534 -2.772 -1.954  -0.43
N: -0.572 1.373 -0.535  0.06
O: 2.567 -1.239 0.742  -0.06
H: -1.691 -0.264 -0.961  0.03
C: 1.592 -1.850 1.541  -0.25
H: 1.033 2.802 0.398  0.11
H: 2.348 -1.489 -0.153  0.01
H: 1.174 -2.652 0.970  0.10
H: 0.002 -1.299 2.731  0.14
O: -0.714 -1.865 -0.700  -0.30
C: 0.700 -0.755 2.051  -0.17
S: 0.781 -1.518 -2.045  0.84
C: -1.817 0.731 -0.848  -0.17
H: 2.107 -2.189 2.457  0.13
O: -0.085 -1.360 -3.228  -0.43
N: -0.113 -0.205 0.983  0.06
H: 1.717 1.909 1.796  0.13
C: -2.348 1.333 -2.147  -0.24
H: -2.542 2.438 -1.997  0.13
H: -2.328 0.898 0.170  0.17
C: 1.321 1.790 0.735  0.01
H: 1.247 0.011 2.527  0.10
H: 2.073 1.444 0.134  0.07
H: -0.489 -2.753 -0.498  0.02



(8)
C6H16N3 | wB97M-V/def2-TZVPD

Output
orbital gap: 10.5 eV
highest occupied orbital energy: -13.38 eV
ΔE to the lowest compared entry with this formula, charge and spin: 2.618 eV
SMILES string: C[C@H]1N(C)N(C)C[N@@H+]1C
multiplicity: 1
net charge: +1

Last column: Löwdin charge in e.
Cartesian coordinates (Å):
H: -1.508 1.772 1.194  0.07
H: 0.442 0.499 -1.993  0.11
C: 1.768 1.487 0.988  -0.01
H: -0.589 -0.269 1.553  0.19
H: 2.371 -1.433 -1.120  0.09
N: -1.084 0.517 -0.446  -0.05
C: -1.961 1.419 0.291  -0.06
H: -1.055 -2.760 0.979  0.14
C: 0.490 1.133 -1.129  0.05
H: -2.304 -1.751 0.172  0.11
N: 0.997 -0.639 0.209  -0.14
H: -0.885 -2.360 -0.747  0.05
N: 1.461 0.653 -0.217  -0.14
H: 0.959 2.137 1.286  0.07
H: 2.018 0.877 1.835  0.09
H: 2.624 2.113 0.755  0.09
H: 1.806 -2.627 -0.084  0.13
C: 1.462 -1.683 -0.620  -0.10
H: -2.802 0.804 0.720  0.12
C: -0.483 -0.591 0.401  -0.32
C: -1.174 -1.916 0.177  -0.04
H: 0.580 2.202 -1.443  0.15
H: -2.251 2.429 -0.086  0.12
H: -1.710 0.049 -1.255  0.23
H: 0.826 -2.062 -1.421  0.08



(9)
C6H16N3O | wB97M-V/def2-TZVPD

Output
orbital gap (spin up / spin down): 9.3 / 9.3 eV
highest occupied orbital energy (spin up / spin down): -13.66 / -13.66 eV
ΔE to the lowest compared entry with this formula, charge and spin: 2.710 eV
multiplicity: 1
net charge: +1

Last column: Löwdin charge in e.
Cartesian coordinates (Å):
C: -1.351 -1.170 -1.118  -0.03
H: -1.971 1.185 -1.594  0.11
H: 2.065 -2.671 1.147  0.17
H: -0.722 -0.081 1.757  0.12
C: 2.386 -1.254 -0.248  -0.23
H: 3.698 2.251 -0.070  0.12
H: 2.496 -2.036 -1.008  0.15
H: -0.795 -0.774 -2.012  0.10
H: -0.355 1.529 -1.036  0.07
H: 1.139 0.859 0.308  0.07
H: 2.128 2.820 0.871  0.10
H: -1.758 2.146 -0.044  0.09
H: -3.609 0.249 -0.192  0.14
H: -2.347 -1.378 -1.490  0.08
H: -0.893 -2.084 -0.811  0.07
C: -1.510 -0.050 -0.051  -0.64
N: 2.094 0.936 0.140  -0.05
C: -2.880 -0.220 0.597  -0.03
C: 2.657 2.126 0.259  0.19
H: -3.107 -1.265 0.736  0.08
H: 2.371 -0.946 1.756  0.15
C: -1.354 1.352 -0.658  -0.03
O: -0.360 -0.177 0.845  -0.11
N: 2.557 -0.020 -0.631  0.06
H: -2.896 0.319 1.559  0.09
N: 2.316 -1.647 0.986  0.15



(10)
C6H16N4O | wB97M-V/def2-TZVPD

Output
orbital gap: 10.4 eV
highest occupied orbital energy: -18.04 eV
ΔE to the lowest compared entry with this formula, charge and spin: 2.668 eV
multiplicity: 1
net charge: +2

Last column: Löwdin charge in e.
Cartesian coordinates (Å):
H: -3.592 -0.898 1.486  0.17
C: 2.404 -0.880 -0.239  -0.05
H: -3.488 -1.982 0.308  0.18
C: -2.404 -0.085 0.059  -0.33
H: 3.456 0.714 1.507  0.16
H: 2.618 -2.852 -0.381  0.08
H: -2.279 0.638 0.828  0.16
C: -0.015 -0.687 0.084  -0.45
H: -1.307 -0.731 -1.521  0.17
H: -1.942 -1.623 1.214  0.16
H: 2.975 2.426 -0.877  0.08
N: 1.168 -0.498 -0.632  0.13
H: 4.103 -2.227 -0.020  0.13
H: 1.898 2.057 0.413  0.08
N: 3.421 0.863 0.473  0.05
H: 3.423 2.973 0.616  0.09
H: 4.326 0.738 -0.020  0.14
C: 2.911 2.202 0.137  -0.05
N: -2.903 -1.329 0.874  0.24
H: -2.977 0.894 -1.688  0.08
O: -0.117 -1.013 1.232  0.14
C: -3.446 0.311 -0.969  0.02
H: -4.310 0.768 -0.584  0.09
H: 1.022 -0.138 -1.576  0.18
N: -1.192 -0.291 -0.601  0.09
H: -3.798 -0.585 -1.414  0.09
C: 3.024 -1.976 -0.036  0.15



(11)
C6H16N4O2 | wB97M-V/def2-TZVPD

Output
orbital gap: 9.6 eV
highest occupied orbital energy: -8.80 eV
ΔE to the lowest compared entry with this formula, charge and spin: 3.061 eV
SMILES string: CNCCCCN(C)N(O)N=O
multiplicity: 1

Last column: Löwdin charge in e.
Cartesian coordinates (Å):
H: -0.330 -2.031 1.072  0.13
H: -4.673 -1.117 -0.646  0.12
H: -0.540 0.597 -0.659  0.11
C: -2.110 0.659 1.716  -0.07
C: 2.046 -0.400 -0.909  -0.27
C: 0.166 -1.143 0.584  -0.19
H: 2.895 -0.701 -1.573  0.12
H: 4.017 1.998 0.507  0.09
O: -2.775 1.955 -0.659  -0.05
N: 2.639 0.379 0.175  -0.15
H: -1.108 -0.920 -1.158  0.15
H: -2.001 1.752 1.488  0.09
H: 3.318 -0.230 0.653  0.11
H: 0.931 -2.206 -1.154  0.11
N: -3.200 -0.049 -0.331  -0.24
N: -2.110 -0.149 0.546  -0.16
H: 2.622 2.344 -0.596  0.08
H: 1.472 0.315 -1.541  0.12
H: 3.982 1.375 -1.150  0.07
C: 1.304 -1.609 -0.321  -0.20
O: -3.722 -1.204 -0.760  0.07
C: 3.332 1.565 -0.286  -0.16
H: 2.045 -2.167 0.208  0.10
C: -0.880 -0.333 -0.199  -0.19
H: -1.403 0.269 2.454  0.09
N: -3.436 1.009 -1.000  -0.04
H: 0.619 -0.522 1.368  0.10
H: -3.102 0.562 2.172  0.09



(12)
C6H16N4O2 | wB97M-V/def2-TZVPD

Output
orbital gap (spin up / spin down): 7.3 / 8.5 eV
highest occupied orbital energy (spin up / spin down): -6.47 / -9.25 eV
expectation value of S²: 2.009
multiplicity: 3

Last column: Mulliken spin population.
Cartesian coordinates (Å):
O: 1.647 -0.265 -0.684  0.01
C: 0.416 -0.872 -0.656  0.02
C: -0.011 2.002 0.314  -0.01
H: -1.166 2.631 -2.322  0.02
H: 3.331 -1.580 -1.075  0.00
C: 2.729 -1.070 -0.288  0.00
N: -2.093 -0.400 0.893  0.70
H: -0.478 2.942 0.218  0.00
H: 2.374 -1.939 0.286  0.00
C: -1.579 1.941 -1.537  -0.02
H: -2.171 1.222 -1.959  0.00
H: -1.390 -2.255 1.177  0.00
H: -3.882 -1.080 0.904  0.01
H: 3.425 0.589 0.921  0.00
O: 0.218 -2.046 -0.373  0.10
H: 4.721 -0.307 0.229  0.00
H: 3.992 -0.885 1.662  0.00
C: 3.768 -0.348 0.680  0.00
H: -0.739 -0.939 2.165  0.00
N: -1.469 -1.345 1.626  0.26
N: -0.615 -0.032 -0.879  0.41
H: -3.369 -0.226 -0.773  0.00
N: -0.519 1.310 -0.842  0.41
H: 1.142 1.946 0.159  0.03
H: -0.156 1.241 1.215  0.02
H: -2.825 -1.907 -0.364  0.01
H: -2.104 2.659 -0.808  0.02
C: -3.195 -0.986 0.110  0.01



| no. | molecular weight (g mol⁻¹) |
| --- | --- |
| 1 | 116.2 |
| 2 | 116.2 |
| 3 | 116.2 |
| 4 | 116.2 |
| 5 | 116.2 |
| 6 | 132.2 |
| 7 | 228.3 |
| 8 | 130.2 |
| 9 | 146.2 |
| 10 | 160.2 |
| 11 | 176.2 |
| 12 | 176.2 |